This record from the Open Molecules 2025 dataset describes C29H56ClPSiW as an isolated structure in a non-equilibrium geometry. The level of theory is the ωB97M-V functional and the def2-TZVPD basis.

XYZ file:
```
89
Properties=species:S:1:pos:R:3
W -0.16 0.87 2.17
P -0.45 -0.87 -0.04
Cl 0.82 -0.86 3.25
C 2.31 1.32 -2.01
H 2.92 0.67 -2.67
H 2.33 0.98 -0.94
C -1.82 -1.44 1.09
C 0.85 -2.27 -0.22
C -2.82 -2.45 0.48
H -1.28 -1.94 1.90
C -3.75 -3.00 1.56
H -3.41 -1.97 -0.31
H -2.30 -3.29 0.00
C -4.45 -1.90 2.36
H -4.50 -3.65 1.09
H -3.17 -3.64 2.23
C -3.52 -0.77 2.80
H -5.27 -1.49 1.76
H -4.92 -2.34 3.24
C -2.60 -0.25 1.68
H -4.12 0.06 3.21
H -2.89 -1.13 3.62
H -3.22 0.14 0.88
H -2.06 0.70 2.13
C -1.20 -0.83 -1.83
C 1.67 -2.16 -1.51
H 1.51 -2.02 0.63
C 2.89 -3.09 -1.49
H 1.05 -2.43 -2.38
H 1.99 -1.12 -1.69
C 2.51 -4.55 -1.18
H 3.40 -3.04 -2.46
H 3.59 -2.72 -0.73
C 1.52 -4.70 -0.02
H 2.09 -5.00 -2.08
H 3.43 -5.11 -0.95
C 0.35 -3.71 -0.04
H 1.13 -5.72 -0.01
H 2.07 -4.57 0.93
H -0.32 -3.98 -0.86
H -0.23 -3.82 0.89
C -2.42 0.09 -1.95
H -0.36 -0.37 -2.39
C -2.83 0.29 -3.43
H -3.27 -0.35 -1.42
H -2.22 1.07 -1.49
C -3.03 -1.03 -4.19
H -3.75 0.88 -3.47
H -2.05 0.88 -3.94
C -1.90 -2.03 -3.98
H -3.98 -1.49 -3.88
H -3.14 -0.82 -5.26
C -1.51 -2.18 -2.50
H -2.19 -3.01 -4.37
H -1.02 -1.71 -4.55
H -2.36 -2.66 -1.98
H -0.68 -2.89 -2.43
C -0.91 2.12 0.86
C 1.42 2.23 -2.38
H -0.79 1.54 -0.09
C 1.50 3.76 -2.10
H 0.42 2.06 -2.88
C 1.28 4.27 -0.62
H 2.56 4.06 -2.34
H 0.93 4.42 -2.78
C -0.11 4.54 -0.02
H 2.00 3.72 -0.01
H 1.66 5.31 -0.71
C -1.18 3.58 0.68
H 0.16 5.32 0.71
H -0.69 4.97 -0.84
H -1.35 4.06 1.68
H -2.15 3.76 0.17
C 4.06 2.65 1.26
Si 3.09 2.53 2.87
C 3.74 1.10 3.88
C 3.38 4.16 3.76
C 1.17 2.39 2.78
H 5.11 2.81 1.55
H 3.77 3.51 0.62
H 4.00 1.73 0.67
H 4.74 1.39 4.25
H 3.08 0.90 4.73
H 3.82 0.20 3.25
H 3.07 5.03 3.15
H 2.84 4.18 4.71
H 4.46 4.25 3.96
H 0.79 2.61 3.80
H 0.88 3.28 2.18
```

E_HOMO (alpha / beta)	-6.511 / -7.108	eV
gap between HOMO and LUMO (alpha / beta)	6.496 / 6.798	eV
⟨S²⟩	2.1009
2S+1	3
net charge	0
DFT total energy	-62489.38625	eV

Löwdin population analysis, charges in e, atoms 1 to 4: 0.906, 1.095, -0.027, -0.059



This record from the Open Molecules 2025 dataset describes one molecule with the formula C8H14OS4 in a non-equilibrium geometry. The level of theory is the ωB97M-V functional and the def2-TZVPD basis.

XYZ file:
```
27
Properties=species:S:1:pos:R:3
C 1.20 -1.38 3.93
C -0.03 -1.54 3.05
C -0.39 -3.00 3.02
O 0.30 -1.01 1.74
C -0.70 -0.75 0.89
S -0.48 -0.82 -0.81
S -2.26 -0.57 1.43
H 1.09 -1.90 4.90
H 2.11 -1.81 3.46
H 1.40 -0.33 4.17
H -0.85 -0.98 3.49
H -0.48 -3.38 4.05
H -1.35 -3.17 2.54
H 0.38 -3.62 2.55
C 0.45 2.26 -3.96
C -0.69 2.97 -3.24
S -1.03 2.73 -1.49
C -0.29 1.27 -0.98
S 1.17 0.72 -1.77
C 0.56 0.81 -3.52
H 0.21 2.26 -5.03
H 1.39 2.81 -3.84
H -0.53 4.06 -3.31
H -1.61 2.71 -3.77
H -0.43 1.14 0.14
H -0.41 0.31 -3.52
H 1.28 0.23 -4.13
```

E_HOMO	-6.677	eV
gap between HOMO and LUMO	6.126	eV
net charge	0
DFT total energy	-53907.66789	eV

Löwdin population analysis, charges in e, atoms 1 to 4: -0.055, -0.474, -0.064, -0.131



This record from the Open Molecules 2025 dataset describes a 11-piece molecular cluster, C39H105F2N9O14S2 overall in a non-equilibrium geometry. The level of theory is the ωB97M-V functional and the def2-TZVPD basis.

XYZ file:
```
171
Properties=species:S:1:pos:R:3
O -16.58 11.79 26.42
H -16.24 11.47 25.58
H -16.49 12.74 26.51
H -17.48 11.51 26.58
N -15.22 10.71 22.80
S -15.31 9.32 21.73
O -14.14 8.51 21.54
O -16.28 9.34 20.67
F -16.07 8.38 22.81
S -14.97 11.58 21.47
O -16.09 12.33 20.88
O -13.77 11.35 20.65
F -14.42 12.79 22.32
C -9.64 11.00 26.71
C -10.64 10.67 25.59
O -11.73 11.60 25.63
H -10.14 10.71 27.64
H -9.52 12.08 26.65
H -8.71 10.46 26.60
H -11.00 9.64 25.51
H -10.15 10.84 24.64
H -12.49 11.35 25.11
C -20.68 11.91 28.79
C -21.73 11.62 27.74
C -22.62 12.93 27.61
C -23.46 13.10 26.26
C -22.61 12.80 25.11
C -21.91 11.40 25.18
N -21.12 11.28 26.41
O -20.37 10.08 26.47
C -22.95 10.28 24.91
C -20.94 11.24 23.97
C -22.61 10.51 28.23
H -20.16 12.85 28.62
H -19.90 11.14 28.77
H -21.18 11.89 29.75
H -23.42 12.99 28.34
H -21.98 13.81 27.73
H -23.99 14.06 26.22
H -24.22 12.33 26.29
H -21.87 13.60 25.03
H -23.20 12.73 24.20
H -23.16 10.06 23.87
H -22.60 9.32 25.28
H -23.93 10.35 25.38
H -21.40 11.46 23.01
H -20.01 11.80 23.93
H -20.71 10.18 23.88
H -23.42 10.30 27.53
H -23.11 10.80 29.15
H -22.04 9.61 28.44
H -20.99 9.35 26.47
C -15.04 -2.29 24.63
C -16.04 -1.24 24.17
C -15.42 0.06 23.60
O -14.93 0.87 24.66
C -14.61 2.22 24.31
N -17.05 -1.89 23.34
H -14.27 -1.89 25.29
H -14.61 -2.79 23.76
H -15.62 -3.04 25.17
H -16.58 -0.94 25.07
H -16.22 0.59 23.07
H -14.73 -0.20 22.80
H -15.58 2.70 24.21
H -14.11 2.33 23.35
H -14.04 2.72 25.09
H -17.59 -1.13 22.97
H -16.60 -2.32 22.55
C -20.30 2.84 25.50
C -20.27 4.34 24.94
C -20.14 4.41 23.40
O -21.18 3.89 22.64
C -21.16 4.57 21.30
N -21.43 5.09 25.48
H -20.18 2.92 26.58
H -19.48 2.24 25.11
H -21.22 2.34 25.20
H -19.41 4.85 25.38
H -19.18 4.10 23.01
H -20.01 5.48 23.21
H -21.76 4.14 20.50
H -20.18 4.50 20.83
H -21.43 5.62 21.43
H -21.52 4.76 26.42
H -22.24 4.69 25.03
C -8.99 16.38 19.56
C -9.40 14.95 19.70
C -8.75 13.84 18.93
O -9.19 13.93 17.56
C -8.48 13.11 16.63
N -9.27 14.61 21.14
H -8.09 16.66 20.10
H -9.84 17.03 19.78
H -8.84 16.62 18.51
H -10.45 14.94 19.42
H -8.94 12.83 19.27
H -7.67 14.00 18.97
H -7.45 13.37 16.41
H -9.07 12.96 15.72
H -8.62 12.11 17.04
H -8.31 14.71 21.45
H -9.27 13.60 21.18
C -17.39 8.06 15.53
C -17.28 9.47 14.89
C -16.18 10.29 15.60
O -16.14 11.53 14.95
C -15.13 12.30 15.42
N -16.92 9.37 13.48
H -16.43 7.58 15.34
H -18.16 7.48 15.02
H -17.63 8.21 16.58
H -18.22 10.01 15.01
H -15.21 9.79 15.68
H -16.58 10.49 16.60
H -14.19 12.02 14.96
H -15.13 12.46 16.50
H -15.28 13.28 14.96
H -16.62 10.32 13.31
H -16.08 8.82 13.40
C -15.10 18.21 19.01
C -14.63 19.59 18.58
C -15.10 19.83 17.16
O -14.83 21.20 16.80
C -15.02 21.48 15.46
N -15.23 20.53 19.54
H -14.57 17.44 18.46
H -16.18 18.08 18.89
H -14.69 18.09 20.02
H -13.55 19.76 18.61
H -16.14 19.52 17.02
H -14.49 19.16 16.55
H -14.31 21.01 14.78
H -14.90 22.55 15.30
H -15.97 21.21 15.00
H -15.15 21.44 19.11
H -14.66 20.58 20.37
C -8.43 5.18 20.23
C -8.19 6.71 19.94
C -6.94 6.93 19.06
O -6.80 8.37 18.85
C -5.58 8.91 18.31
N -9.39 7.21 19.20
H -8.48 4.57 19.33
H -9.35 4.92 20.76
H -7.49 4.93 20.72
H -8.03 7.29 20.85
H -6.97 6.34 18.14
H -6.03 6.75 19.64
H -4.73 8.60 18.92
H -5.41 9.96 18.53
H -5.30 8.52 17.33
H -9.43 8.21 19.11
H -10.17 7.01 19.81
C -14.89 7.66 28.78
C -13.64 8.06 29.53
C -13.75 9.54 30.09
O -14.95 9.77 30.86
C -14.88 11.12 31.37
N -13.37 7.08 30.58
H -14.88 6.58 28.61
H -15.08 8.26 27.89
H -15.80 7.79 29.36
H -12.78 7.98 28.87
H -13.79 10.34 29.34
H -12.82 9.65 30.63
H -15.68 11.18 32.11
H -15.00 11.76 30.49
H -13.96 11.27 31.94
H -13.81 7.53 31.37
H -13.85 6.24 30.31
```

E_HOMO	-8.652	eV
gap between HOMO and LUMO	6.286	eV
energy above the lowest of the compared OMol25 structures with the same formula, charge and spin	0.0	kcal/mol
net charge	0
DFT total energy	-111312.39174	eV

Löwdin population analysis, charges in e, atoms 1 to 4: 0.399, 0.179, 0.192, 0.182



This record from the Open Molecules 2025 dataset describes C21H25NO4S as an isolated structure in a non-equilibrium geometry. The level of theory is the ωB97M-V functional and the def2-TZVPD basis.

XYZ file:
```
52
Properties=species:S:1:pos:R:3
O 0.73 0.79 -3.94
C 0.19 -0.14 -3.58
N -0.76 -0.77 -4.17
C -1.47 -0.34 -5.27
C -3.08 -0.37 -5.43
C -2.02 -1.43 -6.08
H -1.94 -1.37 -7.08
H -1.84 -2.31 -5.88
H -3.41 0.35 -5.91
H -3.52 -0.97 -4.63
H -0.73 0.51 -5.58
H -1.06 -1.46 -3.46
C 0.51 -0.61 -2.18
C 1.82 -0.25 -1.52
C 2.27 -0.68 -0.26
C 2.02 -0.09 1.11
C 2.53 -0.36 2.15
S 2.25 0.61 3.57
C 1.29 1.64 2.39
C 0.49 2.57 3.01
C -0.39 3.40 2.07
C -0.34 2.73 0.87
C 0.43 1.73 0.30
C 1.22 0.97 1.29
H 0.43 1.70 -0.80
H -1.09 3.35 -0.06
H -1.18 4.15 2.38
H 0.66 3.03 3.91
H 3.39 -1.18 2.40
C 1.66 -2.30 -0.10
C 0.31 -2.16 -0.44
O -0.44 -1.23 0.52
C -1.80 -1.43 0.45
C -2.51 -0.46 1.61
H -3.53 -0.54 1.60
H -1.90 0.49 1.29
C -1.86 -0.71 2.89
H -0.76 -0.98 3.03
C -2.47 -0.06 4.07
H -1.95 -0.42 5.14
O -2.48 1.17 3.85
H -1.36 1.34 3.92
H -3.62 -0.24 4.18
H -2.19 -1.94 3.22
H -2.12 -0.98 -0.43
H -2.25 -2.46 0.50
O -0.16 -1.87 -1.79
H -0.39 -3.28 -0.44
H 2.27 -2.81 -0.87
H 1.93 -2.62 1.05
H 3.41 -0.86 -0.40
H 2.26 0.70 -1.96
```

E_HOMO	-8.305	eV
gap between HOMO and LUMO	8.347	eV
energy above the lowest of the compared OMol25 structures with the same formula, charge and spin	386.4	kcal/mol
net charge	0
DFT total energy	-42681.90098	eV

Löwdin population analysis, charges in e, atoms 1 to 4: 0.144, -0.595, 0.096, -0.247